# 1
Computed, not measured: C20H33FReS2SbSe4Si as an isolated structure, with ωB97M-V/def2-TZVPD.

Summary:
**Molar mass**: 1008.5 g/mol
**E_LUMO (spin up / spin down)**: -1.1 / -1.5 eV
**DFT total energy**: -11891.8733 Eh
**HOMO energy (spin up / spin down)**: -6.714 / -6.674 eV
**Orbital gap (spin up / spin down)**: 5.6 / 5.2 eV

XYZ file:
```
63
Properties=species:S:1:pos:R:3:forces:R:3:lowdin_charge:R:1
C -2.043 -3.548 -2.744 -0.0225 0.0268 0.0065 0.005
H 2.203 -2.820 0.563 -0.0315 -0.0123 0.0126 0.078
F -4.390 -3.548 -2.833 -0.0103 -0.0136 0.0074 0.061
H 2.340 0.201 2.698 0.0014 -0.0253 0.0073 0.049
H 0.105 -2.323 3.808 0.2315 -0.2158 -0.1939 0.052
H -2.171 0.054 -1.358 0.0135 0.0444 0.0542 0.095
C -0.290 1.859 2.570 -0.0050 0.0292 0.0238 -0.109
H 0.709 -3.863 3.207 0.0208 -0.0181 -0.0162 0.092
H -0.129 2.409 1.645 -0.0417 -0.0613 0.0512 0.015
C -1.015 -0.203 3.713 -0.0287 0.1149 0.0352 -0.097
H 0.325 -0.519 -0.420 -0.1728 0.0086 0.1562 -0.040
S -0.751 3.954 -3.096 -0.0054 -0.0786 -0.1076 0.512
H 2.040 4.963 0.187 0.0047 -0.0073 -0.0130 0.074
C -0.873 -2.878 -2.411 0.0087 -0.0224 0.0204 -0.051
H 0.640 1.858 3.142 0.0086 -0.0014 -0.0153 0.081
C -3.245 -2.909 -2.526 -0.0032 0.0182 -0.0044 -0.280
H 0.855 6.395 -1.148 0.0063 -0.0182 0.0039 0.082
H 1.637 3.480 1.067 0.0191 0.0315 -0.0471 0.058
H 2.456 0.764 1.024 0.0025 0.0246 0.0206 -0.016
H -4.281 -1.154 -1.887 0.0071 0.0055 -0.0017 0.124
C -3.316 -1.625 -2.018 -0.0253 -0.0389 -0.0033 0.006
H 2.144 5.718 -2.148 -0.0082 -0.0016 -0.0022 0.089
Se 3.685 2.028 -5.568 0.0158 0.1237 -0.0183 -0.266
Se 3.348 0.581 -1.768 -0.1943 0.0719 0.0092 0.043
H -0.079 -0.287 4.272 -0.0459 0.0206 -0.0197 0.085
C 1.217 -3.278 0.668 -0.0106 0.0561 -0.0100 -0.080
C -0.817 0.441 2.322 -0.0663 0.0310 0.0954 -0.621
H -1.034 2.405 3.158 -0.0029 0.0063 0.0118 0.094
C 0.273 -2.498 1.599 0.0238 -0.0860 0.0713 -0.608
H 1.770 -2.460 3.213 0.0218 0.0072 0.0117 0.085
C -2.180 0.524 1.631 -0.0185 -0.0264 -0.0665 -0.088
C 0.835 3.544 -0.923 -0.0430 0.0966 -0.0207 -0.689
Si 0.453 -0.622 1.393 0.1060 -0.0067 -0.0993 0.855
Re 1.109 0.761 -2.639 0.2010 -0.2116 0.5802 0.071
Se 0.523 2.527 -4.331 -0.2512 0.0375 -0.1296 0.143
C 1.891 3.889 0.088 0.0544 0.0048 0.0355 -0.101
C 1.060 5.778 -2.025 0.0099 0.0327 -0.0169 -0.118
H 1.365 -4.280 1.080 -0.0057 -0.0126 -0.0105 0.091
H -2.586 -0.460 1.383 0.0049 0.0217 -0.0141 0.073
H -1.520 -2.849 0.400 -0.0188 0.0018 0.0061 0.066
Sb 3.228 0.053 -4.304 0.2010 -0.1937 -0.2457 0.208
H 0.784 -3.400 -0.322 -0.0006 0.0457 -0.0443 0.056
C 2.216 -0.092 1.651 -0.0782 0.0054 -0.0040 -0.167
H 0.651 6.286 -2.894 -0.0031 0.0132 -0.0051 0.060
C -0.900 -1.590 -1.879 0.0238 -0.0385 -0.0283 -0.388
H -1.146 -4.118 1.564 0.0039 -0.0022 0.0107 0.095
H -1.675 0.448 4.293 -0.0139 0.0212 -0.0148 0.093
C -1.150 -3.035 1.410 -0.0331 -0.0043 -0.0291 -0.067
C 0.385 -0.901 -1.558 0.0218 -0.1187 -0.1792 -0.405
C -2.136 -0.968 -1.712 -0.0025 0.0082 0.0343 -0.099
C 0.452 4.401 -1.888 0.0429 -0.0263 0.0904 -0.741
H -2.030 -4.545 -3.162 0.0016 0.0025 -0.0010 0.122
C 0.740 -2.782 3.046 -0.0605 -0.0251 0.1512 -0.091
H 0.080 -3.368 -2.577 0.0036 0.0112 0.0029 0.121
Se -0.602 0.464 -4.330 0.0023 0.2057 -0.1128 0.259
S 0.249 1.885 -0.823 0.1149 0.0424 -0.0325 0.603
H 1.189 -1.631 -1.520 0.0552 -0.0492 0.0683 0.038
H -2.119 1.116 0.718 -0.0020 -0.0133 -0.0407 0.051
H 2.920 -0.894 1.428 -0.0055 0.0420 -0.0186 0.036
H -1.862 -2.610 2.117 0.0094 0.0235 0.0123 0.069
H -2.890 1.019 2.301 0.0043 -0.0023 -0.0020 0.092
H -1.484 -1.185 3.669 -0.0345 0.0935 -0.0262 0.065
H 2.839 3.435 -0.217 -0.0011 0.0017 0.0040 0.076
```
Forces are in eV/Å.

# 2
Computed, not measured: a 2-piece molecular cluster, C20H33N2O6S overall at a distorted geometry, with ωB97M-V/def2-TZVPD.

Summary:
**Charge**: +1
**Molar mass**: 429.6 g/mol
**E_LUMO**: -2.3 eV
**DFT total energy**: -1740.7636 Eh
**HOMO energy**: -11.399 eV
**Orbital gap**: 9.1 eV
**Energy above the lowest of the compared OMol25 structures with the same formula, charge and spin**: 0.000 eV

XYZ file:
```
62
Properties=species:S:1:pos:R:3:forces:R:3:lowdin_charge:R:1
H -0.215 4.797 1.422 -0.0481 -0.0253 0.2462 0.091
N 0.797 -0.441 1.429 0.2187 0.4529 0.9749 -0.004
C 2.123 4.041 0.715 -1.0035 -0.3559 -0.2018 -0.008
C -3.986 -1.823 1.609 1.5431 -0.5864 0.1942 -0.229
H 2.107 -0.100 3.083 -0.2734 0.1390 -0.1273 0.164
C 2.006 -0.034 -5.445 -0.2994 -0.0818 -0.7595 -0.242
H -7.231 -1.184 2.233 0.1060 0.0362 0.1079 0.113
H 1.998 4.930 1.331 0.3702 0.0620 -0.1378 0.082
H 1.864 1.952 -6.275 0.0506 -0.0512 -0.0685 0.087
H 5.615 -2.082 0.949 -0.2012 0.0240 -0.1927 0.102
H 0.332 1.313 -5.700 -0.0048 -0.0266 -0.0231 0.072
C -5.269 -1.871 -0.387 -0.0042 -0.1533 -0.8495 -0.076
H 3.289 -0.162 -1.622 -0.0379 -0.0030 -0.0847 0.058
N 1.149 1.859 0.760 -0.2113 -0.2914 1.8194 0.100
H 4.910 -3.705 1.142 -0.1255 0.1140 -0.2680 0.103
C 1.261 1.046 -6.203 -0.1423 0.1617 0.2384 -0.069
O 3.120 -1.957 -0.092 -0.1282 0.3084 1.5542 0.119
C -1.032 0.744 0.425 0.3924 -0.8339 0.5685 -0.094
O 0.828 -0.696 -2.790 -0.3739 0.0910 0.1158 -0.286
H -2.714 -1.366 3.248 0.0359 -0.2664 0.0715 0.128
C 0.983 3.094 1.050 0.5532 0.2590 -0.4779 -0.336
C -1.558 -1.242 1.490 0.5241 -0.3134 -0.1988 -0.324
H 3.086 3.557 0.853 -0.0168 0.0905 0.0097 0.083
C -0.248 3.732 1.651 0.0589 -0.0512 -0.0170 -0.003
S 1.503 0.559 -2.962 0.9014 0.1019 -0.2243 0.555
O 2.512 0.444 -4.178 -0.0519 -0.0835 0.2500 -0.255
O 2.589 -1.808 2.100 0.5647 0.4362 0.3143 0.002
C 3.458 -2.110 1.065 0.3191 -0.6049 -2.2467 -0.455
H 4.938 -2.611 2.507 0.1635 0.0168 -0.1521 0.091
H 2.864 0.095 1.452 -0.4618 0.4818 0.0041 0.143
H -3.209 -2.243 -0.374 0.1272 -0.0548 0.2068 0.115
H -5.322 -2.022 -1.459 -0.0557 0.0578 0.0258 0.113
H -0.097 1.181 2.374 -0.0698 0.1574 -0.1080 0.166
O -2.009 0.065 1.179 -0.1195 0.1950 0.1592 -0.058
H -1.372 -1.760 0.534 -0.1922 -0.0889 0.0859 0.150
H -0.734 0.083 -0.409 0.0959 0.3989 -0.1385 0.138
H 1.382 -0.916 -5.294 0.0247 0.0388 0.2119 0.116
C -4.067 -2.011 0.247 0.4039 -0.1242 -0.5195 -0.048
H -0.283 3.595 2.738 0.1122 0.1255 -0.0578 0.105
C -6.328 -1.404 1.679 -0.8899 0.2169 0.4971 -0.077
H -1.190 3.355 1.255 0.1398 -0.1759 -0.0136 0.082
C -5.117 -1.537 2.313 -0.2824 0.2209 1.1930 -0.048
H 0.907 -0.826 0.480 -0.0136 -0.0353 0.0304 0.176
H 3.308 1.610 -1.884 -0.0964 0.0557 0.0068 0.085
H 2.104 0.887 -0.766 0.3158 0.1197 -0.3105 0.017
H -7.316 -1.442 -0.237 -0.1428 0.0344 0.3099 0.112
H -0.323 -0.854 3.224 0.5218 0.1307 -0.0472 0.152
H -1.381 1.676 -0.009 -0.2959 -0.0181 0.2959 0.139
H 2.878 -0.349 -6.015 0.1628 0.0453 0.2621 0.124
C -2.637 -1.940 2.317 -0.2765 0.9556 -0.1813 -0.061
C 4.819 -2.654 1.421 -0.5144 -0.0698 1.4022 0.041
C -6.397 -1.553 0.327 -0.7434 -0.0570 -1.1345 -0.088
O 0.761 1.777 -3.077 -0.3585 -0.1113 0.1442 -0.278
C 2.147 -0.456 2.056 0.6611 -1.1370 -0.1713 -0.086
H 1.995 4.306 -0.341 0.1879 0.2113 0.1056 0.102
C 0.195 0.946 1.348 -0.2927 0.4970 -1.9519 -0.240
H -2.366 -2.969 2.560 0.0431 0.0299 -0.1331 0.137
H -5.074 -1.405 3.390 0.0843 -0.0036 -0.0338 0.120
H 1.017 0.701 -7.208 0.0666 -0.0529 0.0096 0.085
C 2.687 0.741 -1.681 0.1040 -0.2131 -0.0609 -0.132
C -0.183 -1.255 2.219 -1.4505 -0.5590 -0.7418 -0.024
H 0.124 -2.299 2.235 0.3254 0.1630 0.2175 0.150
```
Forces are in eV/Å.

# 3
Computed, not measured: one molecule with the formula C20H33N3O4S at a distorted geometry, with ωB97M-V/def2-TZVPD.

Summary:
**Molar mass**: 411.6 g/mol
**E_LUMO**: 0.5 eV
**DFT total energy**: -1645.3371 Eh
**HOMO energy**: -9.144 eV
**Orbital gap**: 9.7 eV
**Energy above the lowest of the compared OMol25 structures with the same formula, charge and spin**: 1.069 eV

XYZ file:
```
61
Properties=species:S:1:pos:R:3:forces:R:3:lowdin_charge:R:1
H 2.641 -4.492 -3.381 -0.0674 0.0399 -0.0374 0.072
H 0.583 2.693 -0.265 -0.1406 -0.0165 0.1291 0.047
C -1.202 -3.687 0.048 -0.5875 -0.1323 0.2222 -0.246
H -2.564 3.138 3.070 0.3432 0.0342 0.0148 0.112
O -1.485 4.365 -0.101 -0.7850 -0.0809 1.6461 -0.317
C 2.773 -0.780 -1.259 1.4937 -0.1035 0.3451 -0.485
H -3.416 2.677 1.625 -0.2820 0.2502 -0.2935 0.097
C 0.942 0.532 -0.186 0.5531 0.8193 0.4596 -0.285
O -0.638 1.626 2.663 -0.0286 -0.1212 -0.4350 0.054
C -2.443 2.959 2.007 -0.3256 0.6005 -0.7318 -0.121
O 3.681 -0.119 -0.768 -0.3234 -0.0133 -0.1188 0.052
H 3.510 -3.461 -0.648 -0.1038 0.1408 0.1047 0.136
O -3.182 5.469 1.439 1.4552 -1.2538 -0.1711 -0.323
H -0.282 -3.587 1.994 -0.0942 -0.0359 0.0915 0.117
C 1.013 1.907 -0.882 -0.2820 -0.2047 0.1419 -0.021
H 2.005 -3.448 1.116 0.1488 -0.0053 -0.0406 0.117
C -1.437 1.859 1.760 0.9817 -0.2396 0.6364 -0.495
H 2.524 -1.883 -3.075 -0.2636 -0.1608 -0.1264 0.119
S -2.033 4.588 1.238 1.3117 1.5381 0.6113 0.704
C -0.120 -3.606 0.925 0.2064 0.0244 -0.6239 -0.034
H -0.965 6.112 2.676 -0.1273 -0.4575 -0.4150 0.108
H 1.589 0.606 0.696 0.1141 -0.0422 -0.1931 0.144
H 2.343 5.512 0.831 0.0825 -0.0208 0.0551 0.072
H -2.624 -1.785 1.549 0.0675 -0.0155 0.0010 0.069
H -3.248 -4.324 -0.085 -0.0214 0.0972 -0.0999 0.107
C -0.445 0.092 0.368 -0.0028 0.0652 0.0559 -0.090
N 1.479 -0.516 -1.048 -1.3366 -0.1570 0.0099 0.105
H -4.231 -2.434 1.239 -0.0242 -0.0197 -0.0003 0.072
C -0.985 -3.703 -1.331 0.5283 0.0956 0.3319 -0.032
H 0.470 -3.631 -2.900 0.0826 -0.0198 -0.1184 0.113
H 0.729 3.800 1.737 -0.1435 0.0929 0.0262 0.088
C -2.618 -3.752 0.598 0.1926 0.1132 -0.0669 -0.204
H -3.030 2.232 -0.398 0.2576 -0.0522 0.2193 0.079
H -2.934 0.513 -0.753 0.0175 -0.1467 0.1079 0.078
H 1.246 6.813 1.273 -0.0645 0.0008 0.0973 0.070
C 0.656 4.850 2.024 -0.2901 0.6961 -0.5393 -0.274
C 3.087 -1.987 -2.149 -0.2904 -0.1367 0.0757 -0.063
H 4.137 -1.909 -2.434 -0.0104 -0.0014 0.1949 0.123
H -3.274 -1.788 -0.090 0.0352 -0.0157 -0.0821 0.059
C 2.826 -3.377 -1.497 -0.0317 -0.1434 0.0103 -0.307
C 1.293 5.766 0.974 0.1903 -0.2988 -0.0934 -0.095
C 1.400 -3.540 -0.955 0.5957 0.1405 -0.2154 -0.218
H 1.190 4.950 2.971 -0.1879 -0.0529 0.0596 0.114
H -1.760 1.633 -1.433 0.0611 0.0531 0.0727 0.088
H 4.269 -4.475 -2.719 0.0164 0.1137 0.0097 0.079
N -1.442 1.155 0.598 -0.1805 0.0208 -0.6435 -0.069
N -0.758 5.207 2.253 -1.6132 -1.2185 -0.8247 -0.141
H 3.039 -5.496 -1.991 -0.0580 0.0620 0.0642 0.083
H -0.281 -0.455 1.300 -0.0520 0.2256 -0.0269 0.122
C 3.212 -4.523 -2.453 -0.0769 0.1999 0.0277 -0.062
C 1.177 -3.534 0.426 -0.4645 0.0120 -0.3554 -0.021
H 2.046 2.197 -1.073 0.0157 -0.2988 -0.0196 0.084
H 0.469 1.910 -1.826 0.0109 -0.0591 -0.1129 0.077
C 0.313 -3.631 -1.831 -0.0463 0.0502 0.5459 -0.041
H 0.833 -1.220 -1.367 -0.0932 0.0708 -0.0898 0.111
H -2.614 -4.324 1.528 0.0349 0.1011 0.0874 0.108
C -2.340 1.402 -0.539 0.0764 0.0413 0.0083 -0.026
H -1.819 -3.767 -2.014 -0.1333 -0.0396 -0.0130 0.113
H -0.889 -0.634 -0.315 -0.2267 0.1122 -0.1396 0.106
C -3.220 -2.359 0.837 -0.0129 -0.2074 0.0613 -0.092
H 0.803 5.667 0.005 -0.1011 -0.0398 0.1028 0.062
```
Forces are in eV/Å.

# 4
Computed, not measured: one molecule with the formula C20H33N3O4S, with ωB97M-V/def2-TZVPD.

Summary:
**Molar mass**: 411.6 g/mol
**E_LUMO**: 0.5 eV
**DFT total energy**: -1645.3757 Eh
**HOMO energy**: -8.843 eV
**Orbital gap**: 9.4 eV
**Energy above the lowest of the compared OMol25 structures with the same formula, charge and spin**: 0.018 eV

XYZ file:
```
61
Properties=species:S:1:pos:R:3:forces:R:3:lowdin_charge:R:1
N -1.590 -1.289 -1.167 -0.0152 0.0025 0.1682 -0.075
H 0.698 -2.644 -1.821 0.0002 0.0015 0.0000 0.132
C 2.092 1.796 -2.481 -0.0007 0.0020 0.0008 -0.040
H 3.076 1.430 2.499 -0.0003 -0.0003 0.0007 0.077
H 0.045 -5.001 -1.790 0.0000 0.0002 0.0006 0.082
C -0.776 -0.497 -2.079 0.0008 0.0019 -0.0014 -0.014
C -1.329 -2.722 -1.102 0.0160 -0.0036 -0.1714 -0.102
H -1.897 -3.119 -0.262 0.0000 0.0003 0.0005 0.128
C 0.771 2.653 -0.689 -0.0006 -0.0041 0.0022 -0.045
H -0.003 3.314 -0.313 -0.0002 0.0006 -0.0005 0.113
C 1.446 1.833 0.203 0.0010 0.0010 0.0007 -0.029
H 4.083 -0.312 0.189 0.0008 0.0013 -0.0004 0.134
O 2.790 -2.358 -0.614 -0.0002 -0.0040 0.0042 0.059
H -1.329 0.367 -2.437 0.0005 -0.0003 -0.0006 0.073
C 1.095 2.661 -2.045 0.0006 0.0006 -0.0030 -0.252
H 1.175 1.866 1.251 0.0008 0.0009 -0.0009 0.105
H 0.185 4.532 -2.511 0.0013 0.0011 -0.0011 0.111
N -3.097 0.718 2.632 0.0038 0.0026 -0.0002 -0.138
C 1.998 -1.941 0.218 -0.0020 0.0103 -0.0068 -0.475
O -3.231 -1.438 0.392 0.0022 -0.0008 -0.0022 0.048
C 2.770 0.975 -1.588 0.0032 0.0016 0.0005 -0.024
C -2.461 -0.762 -0.276 -0.0031 0.0012 0.0000 -0.490
C 3.859 0.993 1.876 -0.0006 -0.0009 0.0000 -0.055
H -4.329 -0.694 3.503 -0.0005 0.0006 -0.0001 0.118
H -1.470 -0.391 4.580 -0.0007 0.0001 -0.0003 0.070
H -1.447 3.686 -4.187 0.0000 0.0003 0.0003 0.071
C 2.421 -0.993 1.320 0.0000 -0.0061 0.0011 -0.066
H -0.782 2.057 -4.038 0.0001 -0.0004 -0.0002 0.070
H 1.471 -4.709 -0.785 0.0001 0.0004 0.0003 0.078
C -0.946 2.997 -3.506 -0.0009 0.0002 0.0018 -0.098
H 1.025 3.787 -3.856 0.0001 -0.0021 -0.0004 0.108
N 0.686 -2.295 0.201 -0.0006 -0.0027 0.0002 0.129
C 2.473 0.995 -0.229 0.0008 -0.0023 -0.0020 -0.198
H 0.054 -1.779 0.797 0.0012 0.0002 0.0007 0.113
O -0.820 0.003 1.895 0.0005 0.0011 -0.0001 -0.290
H 3.549 0.313 -1.947 -0.0005 -0.0004 0.0003 0.118
S -1.837 0.996 1.656 -0.0026 -0.0027 -0.0001 0.614
H 4.463 1.808 1.477 0.0001 -0.0002 -0.0001 0.085
H -2.894 -1.336 2.745 -0.0007 0.0006 0.0002 0.094
H -2.717 -1.452 5.253 -0.0001 0.0000 -0.0002 0.076
C 3.267 0.150 0.748 -0.0020 0.0014 0.0004 -0.324
H 2.362 1.779 -3.532 -0.0003 -0.0004 0.0000 0.113
C 0.376 3.576 -3.004 -0.0008 -0.0001 0.0012 -0.207
H 3.024 -1.566 2.030 0.0011 0.0003 0.0000 0.132
H -1.673 1.278 -0.624 -0.0007 -0.0009 0.0008 0.066
H -1.690 -3.215 -2.009 -0.0009 0.0008 -0.0003 0.137
C 0.157 -3.017 -0.946 0.0164 -0.0074 -0.1538 -0.361
C -2.400 0.735 -0.024 -0.0004 0.0028 0.0006 -0.113
H -1.625 2.801 -2.672 0.0002 -0.0009 0.0003 0.063
H -3.397 1.571 3.082 -0.0021 -0.0003 -0.0013 0.117
O -1.538 2.397 1.757 -0.0020 -0.0017 0.0009 -0.292
H -3.385 1.188 -0.114 0.0003 -0.0001 -0.0004 0.122
H -2.907 0.299 5.351 -0.0001 0.0001 0.0002 0.074
C -2.544 -0.515 4.721 0.0005 0.0003 0.0006 -0.085
H 4.492 0.379 2.519 -0.0004 -0.0002 0.0001 0.080
C -3.257 -0.533 3.380 0.0021 -0.0013 0.0013 -0.274
H -0.111 -4.960 -0.024 -0.0003 0.0011 0.0004 0.084
C 0.404 -4.518 -0.880 -0.0154 0.0039 0.1576 -0.038
H 1.554 -0.601 1.855 -0.0002 0.0016 0.0002 0.101
H -0.543 -1.109 -2.950 0.0002 -0.0004 -0.0003 0.105
H 0.162 -0.163 -1.627 0.0001 -0.0006 -0.0001 0.087
```
Forces are in eV/Å.

- Among the records above, which one has the lowest DFT total energy?
  C20H33FReS2SbSe4Si